[1]
{
  "formula": "C4H9NO2",
  "method": "wB97M-V/def2-TZVPD",
  "symbols": ["C", "C", "C", "C", "O", "O", "N", "H", "H", "H", "H", "H", "H", "H", "H", "H"],
  "positions_angstrom": [[-0.6693, -1.3859, 0.3691], [0.6626, -1.2345, 0.1518], [1.6755, 1.4040, -0.2287], [-1.2335, 1.4763, -0.4037], [-1.1454, -1.3450, 1.6443], [-1.4099, -2.1979, -0.4403], [-1.8208, 0.4880, -0.1822], [-2.1047, -1.2369, 1.5810], [-1.6333, -1.8054, -1.2898], [1.3165, -1.1169, 0.9951], [1.0754, -1.4462, -0.8176], [0.4723, 1.2317, -0.3773], [-1.2433, 2.5472, -0.4121], [2.3183, 0.9681, -0.9829], [1.6995, 2.4813, -0.3681], [2.0401, 1.1722, 0.7614]],
  "forces_ev_per_a": [[3.1, -2.5, 0.7], [-1.6, -0.4, 0.4], [-2.4, 0.9, -0.5], [-3.1, -1.1, 0.9], [-0.3, 0.3, -0.4], [-1.0, 0.3, -0.4], [1.1, 2.3, -1.0], [0.1, -0.1, 0.1], [0.1, 0.3, 0.1], [0.1, 0.7, 0.0], [0.0, -0.2, -0.1], [3.6, -0.4, 0.4], [0.6, 0.1, -0.3], [-0.3, -0.4, -0.2], [0.4, 0.3, 0.1], [-0.3, -0.2, 0.2]],
  "relative_energy_kj_mol": 448.9,
  "smiles": "C=C(O)O.C#N.C",
  "homo_ha": -0.2939,
  "gap_ev": 8.489,
  "total_charge": 0
}



[2]
{
  "formula": "C22H34FLuN5O8",
  "method": "wB97M-V/def2-TZVPD",
  "symbols": ["O", "H", "Lu", "N", "N", "O", "O", "C", "C", "C", "C", "H", "H", "H", "H", "H", "H", "H", "H", "O", "H", "H", "C", "H", "H", "H", "O", "H", "H", "F", "C", "C", "C", "C", "O", "C", "C", "N", "C", "C", "C", "C", "C", "C", "N", "C", "C", "N", "C", "C", "C", "O", "O", "H", "H", "H", "H", "H", "H", "H", "H", "H", "H", "H", "H", "H", "H", "H", "H", "H", "H"],
  "positions_angstrom": [[2.9224, -5.3810, -2.3621], [2.1428, -5.7506, -2.8002], [2.3338, -2.3963, -1.5719], [4.2696, -0.8765, -1.4824], [3.9547, -2.5439, -3.4309], [4.5386, -0.0629, -0.3606], [3.6642, -3.2746, -4.4548], [5.2328, -0.8480, -2.4252], [5.0453, -1.7502, -3.5207], [6.4904, -0.0566, -2.4300], [5.9759, -2.0313, -4.6433], [6.6498, 0.4000, -1.4469], [6.4248, 0.6740, -3.2588], [7.3122, -0.7608, -2.6593], [5.5515, -2.8456, -5.2528], [6.9312, -2.3829, -4.2267], [6.0931, -1.1267, -5.2560], [5.0021, 0.6886, -0.7848], [3.3750, -4.7775, -3.0072], [1.7742, -0.2825, -3.2077], [2.2923, 0.5065, -3.4506], [1.2162, -0.4838, -3.9832], [2.9030, -3.3181, 0.2415], [1.8349, -3.1667, 0.4165], [3.6987, -2.5601, 0.1594], [3.1946, -4.3721, -0.0422], [4.6066, -0.6518, 2.6248], [4.5727, -0.5247, 1.6565], [3.9536, -1.3524, 2.7155], [-0.3611, 1.3236, 3.9491], [-0.9866, 1.1134, 2.7410], [-0.2845, 0.4180, 1.7766], [-0.9018, 0.0832, 0.5481], [-0.2711, -0.7253, -0.4801], [0.9896, -0.9844, -0.4488], [-1.1122, -1.1815, -1.5582], [-2.3494, -0.5941, -1.7231], [-2.8350, 0.3917, -0.9118], [-3.9665, 1.1211, -1.3420], [-4.1632, 1.2878, -2.8198], [-5.0447, 0.3687, -2.0429], [-2.2153, 0.5830, 0.3351], [-2.9085, 1.2717, 1.3411], [-2.3127, 1.5717, 2.5825], [-3.0585, 2.2425, 3.5742], [-4.3804, 1.7072, 3.8647], [-5.3249, 2.7810, 4.3801], [-4.6342, 3.4652, 5.4953], [-3.3126, 4.0520, 5.1851], [-2.4257, 2.9137, 4.6853], [-0.7593, -2.2777, -2.5696], [-1.6769, -2.6606, -3.3061], [0.4642, -2.7377, -2.6283], [0.7386, 0.1052, 1.9511], [-2.9688, -0.8547, -2.5718], [-4.2572, 1.9686, -0.7252], [-4.6045, 2.2298, -3.1436], [-3.4146, 0.8517, -3.4858], [-4.9027, -0.7059, -2.1689], [-6.0658, 0.7022, -1.8701], [-3.9352, 1.5997, 1.1663], [-4.3117, 0.8982, 4.6242], [-4.7957, 1.2661, 2.9539], [-5.5559, 3.5467, 3.6371], [-6.2548, 2.3497, 4.7582], [-5.2395, 4.1979, 5.8734], [-4.4603, 2.7539, 6.2083], [-2.9064, 4.5045, 6.0939], [-3.4738, 4.8264, 4.4301], [-2.2538, 2.2053, 5.5189], [-1.4635, 3.3290, 4.3663]],
  "forces_ev_per_a": [[0.2, 1.0, -0.3], [0.3, 0.3, -0.2], [-0.2, 1.7, -3.9], [1.7, 0.3, -1.4], [0.4, 0.6, -1.0], [0.3, 0.8, -0.7], [-0.1, 0.0, 1.5], [-2.0, -1.5, 1.1], [-1.8, -1.8, 0.0], [-0.1, 0.0, 0.2], [0.3, 0.4, -0.1], [0.4, 0.1, -0.5], [0.2, -0.1, 0.6], [-0.3, 0.5, 0.2], [0.2, 0.6, 0.3], [0.0, 0.3, -0.4], [0.4, -0.4, -0.1], [-0.4, -0.1, 1.0], [-0.7, -1.0, 0.0], [-0.1, 0.4, -0.5], [-0.2, -0.6, 0.1], [0.4, 0.0, 0.5], [0.9, -2.6, 0.2], [0.4, 0.2, 1.1], [-0.4, -0.2, 1.1], [-0.2, 1.2, 0.9], [-0.3, 0.1, -0.8], [0.3, 0.1, 0.5], [0.0, -0.3, 0.3], [-0.4, 0.0, -0.7], [0.5, -0.1, 0.5], [-0.5, 0.0, -0.4], [-0.7, 0.7, 0.5], [2.1, -0.6, -1.1], [-2.1, 0.5, 0.7], [-0.4, 0.1, 0.4], [0.8, 0.5, 0.6], [1.7, -1.5, 0.9], [-1.0, 0.6, -0.3], [0.1, 0.4, -0.4], [-0.9, -0.2, 0.0], [-0.2, 0.0, -0.5], [0.3, 0.5, 0.7], [0.1, -0.7, -1.1], [-0.4, 0.2, -0.4], [0.1, -0.4, -0.1], [0.1, -0.1, -0.8], [-0.5, 0.3, 1.1], [0.7, 0.0, -0.7], [0.3, 0.0, 0.0], [0.1, -1.0, -1.2], [0.9, 0.6, 0.9], [-1.3, 0.6, 0.8], [-0.1, 0.0, 0.1], [0.4, -0.2, 0.0], [0.3, -0.3, -0.1], [0.2, -0.3, 0.0], [-0.3, 0.3, 0.2], [-0.2, 0.3, 0.1], [0.2, -0.3, -0.1], [0.5, -0.1, 0.0], [-0.1, 0.2, -0.2], [0.0, 0.1, 0.4], [0.1, -0.1, -0.1], [0.1, 0.1, 0.0], [0.0, -0.2, 0.2], [-0.3, 0.1, 0.4], [-0.1, -0.1, -0.1], [0.1, -0.1, 0.0], [0.2, 0.2, -0.1], [-0.2, -0.2, 0.2]],
  "relative_energy_kj_mol": 78.2,
  "homo_ha": -0.3114,
  "gap_ev": 4.955,
  "total_charge": 1
}



[3]
{
  "formula": "C22H20IN3O2",
  "method": "wB97M-V/def2-TZVPD",
  "symbols": ["O", "I", "N", "O", "C", "C", "C", "C", "C", "C", "C", "C", "C", "C", "C", "C", "C", "C", "C", "C", "N", "N", "C", "C", "C", "C", "C", "C", "H", "H", "H", "H", "H", "H", "H", "H", "H", "H", "H", "H", "H", "H", "H", "H", "H", "H", "H", "H"],
  "positions_angstrom": [[-1.6403, -0.7774, -2.0949], [0.9892, 2.6405, -5.3985], [-2.0639, 2.4485, 0.1655], [2.8752, -2.3448, -0.1951], [-1.5729, 0.1576, -1.2269], [-1.3509, 2.4475, -0.8931], [-0.9541, 3.8205, -1.4409], [-0.2997, 3.8722, -2.7167], [-0.0150, 2.6133, -3.3855], [-0.4114, 1.4315, -2.9142], [-2.5508, 1.2573, 0.7082], [1.4268, -1.1922, 1.1151], [1.8366, -2.4084, 0.6757], [-2.3889, 0.1144, 0.0193], [4.3549, 0.9568, -0.9525], [3.3925, 1.7273, -0.2249], [4.3047, -0.4723, -0.9805], [2.2909, 1.1768, 0.4829], [3.2735, -1.0354, -0.2547], [2.3126, -0.2502, 0.4081], [-0.9639, 1.3161, -1.6368], [-0.6656, -2.0459, 1.8486], [-3.4349, 1.3541, 1.9277], [0.1527, -0.8729, 1.9374], [1.1630, -3.6076, 1.0987], [-2.7789, -1.1755, 0.5144], [-0.0166, -3.3801, 2.0881], [-1.6778, -2.1969, 0.7885], [-1.1847, 4.6280, -0.8401], [0.0465, 4.8974, -3.0526], [-0.5037, 0.6078, -3.6323], [5.0946, 1.5452, -1.4893], [3.5198, 2.7479, -0.2663], [5.1537, -0.9786, -1.4719], [1.5230, 1.7902, 1.0562], [-3.4541, 2.3456, 2.3048], [-4.4394, 1.1321, 1.7180], [-3.1725, 0.5688, 2.6626], [-0.2854, 0.0566, 1.5312], [0.3326, -0.7783, 3.0426], [1.7134, -4.3150, 1.5818], [0.7124, -3.9894, 0.1608], [-3.5636, -1.5901, -0.1596], [-3.2712, -1.0817, 1.4238], [-0.7187, -4.2519, 1.9578], [0.2456, -3.3621, 3.1791], [-2.2987, -3.0594, 0.8908], [-1.0365, -2.4881, -0.0602]],
  "forces_ev_per_a": [[0.6, 1.8, 2.7], [-1.0, 0.1, 1.8], [-0.6, -0.6, 1.6], [1.0, -0.7, 0.3], [-2.3, -4.1, -2.9], [1.3, 2.7, -1.7], [1.9, -4.3, -4.0], [-0.6, 0.8, 3.4], [0.6, 1.6, -1.3], [-0.3, -0.4, -0.7], [-0.4, 1.3, -0.9], [0.7, 1.2, -1.1], [-0.7, 2.4, 1.7], [2.8, 1.3, -1.1], [-1.4, -0.6, 1.0], [-0.7, -2.3, -0.1], [1.2, 1.7, -0.2], [1.6, -0.9, -0.9], [-1.2, 0.8, -0.6], [-1.3, 0.9, 2.0], [-0.7, 2.0, 0.9], [-3.6, -1.8, 0.9], [1.4, -0.9, 0.1], [1.9, -1.2, 0.0], [-2.7, -0.1, -1.5], [0.0, -1.4, -1.1], [-0.2, 1.8, 0.3], [1.6, -0.4, -1.6], [-0.4, 1.6, 0.9], [-0.5, -1.6, 0.0], [0.4, -0.2, 1.1], [0.1, -0.5, 0.1], [0.2, 2.2, 0.0], [-0.9, -0.1, 0.2], [1.2, -1.0, -0.9], [0.4, 0.8, 0.6], [-1.5, -0.4, -0.8], [0.2, 0.8, 0.0], [-0.2, -0.7, 0.4], [0.4, 0.6, -1.0], [2.1, -2.2, 0.7], [0.3, -0.6, 0.4], [0.8, -0.2, 0.2], [-1.0, 0.4, 1.8], [0.4, 1.3, 0.1], [0.5, -0.2, -1.0], [0.1, -1.1, 1.0], [-0.9, 0.6, -0.9]],
  "relative_energy_kj_mol": 20.4,
  "smiles": "Cc1nc2ccc(I)cn2c(=O)c1CCN1CCc2oc3ccccc3c2C1",
  "homo_ha": -0.2880,
  "gap_ev": 7.491,
  "total_charge": 0
}



[4]
{
  "formula": "C16H23NO3P",
  "method": "wB97M-V/def2-TZVPD",
  "symbols": ["O", "P", "O", "O", "C", "C", "C", "C", "N", "H", "H", "H", "H", "H", "H", "H", "H", "H", "H", "H", "C", "C", "C", "C", "C", "C", "H", "H", "H", "H", "H", "H", "C", "C", "C", "C", "C", "C", "H", "H", "H", "H", "H", "H"],
  "positions_angstrom": [[3.2356, 0.5221, 0.5706], [2.6438, 0.7180, -0.7646], [2.9556, 2.1775, -1.2976], [3.1418, -0.3081, -1.8358], [0.8377, 0.6112, -0.6129], [-0.0640, -0.1006, -1.6101], [-1.4614, 0.1081, -0.9454], [-1.1319, 0.4028, 0.5640], [0.3218, 0.0317, 0.6453], [2.9043, 2.7770, -0.5438], [3.8776, -0.7844, -1.4173], [0.4850, 1.6445, -0.6178], [0.0335, 0.2552, -2.6271], [0.1047, -1.1785, -1.5885], [-1.9130, 1.0156, -1.3317], [-2.1236, -0.7468, -0.9798], [-1.7534, -0.0902, 1.3030], [-1.2306, 1.4674, 0.7589], [0.8368, 0.1817, 1.5176], [0.3492, -0.9872, 0.5308], [3.0992, -3.5387, -0.9308], [3.2487, -4.8801, -1.2563], [3.5217, -5.8047, -0.2594], [3.6329, -5.3946, 1.0636], [3.4799, -4.0559, 1.3928], [3.2239, -3.1280, 0.3928], [2.8756, -2.8157, -1.7051], [3.1499, -5.2041, -2.2838], [3.6441, -6.8493, -0.5119], [3.8399, -6.1209, 1.8379], [3.5679, -3.7362, 2.4227], [3.1050, -2.0802, 0.6390], [-4.7111, 4.7480, -0.1880], [-4.4119, 3.4414, -0.5456], [-4.0656, 2.5207, 0.4340], [-4.0241, 2.9007, 1.7692], [-4.3257, 4.2076, 2.1247], [-4.6661, 5.1305, 1.1457], [-4.9822, 5.4680, -0.9483], [-4.4526, 3.1415, -1.5850], [-3.8363, 1.4984, 0.1526], [-3.7632, 2.1794, 2.5344], [-4.2993, 4.5057, 3.1642], [-4.9002, 6.1495, 1.4230]],
  "forces_ev_per_a": [[-0.6, -0.3, 0.2], [1.2, 0.3, 1.7], [-0.6, -0.6, -0.7], [-0.3, 0.2, -0.3], [-0.1, 0.5, -1.1], [-0.8, -0.6, 0.5], [0.5, 0.6, 0.9], [-0.5, 0.4, -0.5], [-0.3, -1.0, 0.5], [0.2, 0.4, 0.0], [0.2, -0.2, -0.3], [0.3, 0.2, 0.2], [-0.1, 0.1, -0.1], [0.5, 0.0, -0.3], [-0.4, -0.2, -0.2], [-0.1, 0.0, -0.5], [0.2, -0.5, 0.0], [0.3, 0.1, 0.1], [0.1, 0.7, -0.2], [0.2, 0.0, 0.1], [0.0, 0.0, 0.1], [0.0, 0.0, 0.0], [0.0, 0.0, 0.0], [0.0, 0.0, 0.0], [0.0, 0.0, 0.0], [-0.2, 0.0, -0.2], [0.0, -0.1, -0.1], [0.0, 0.0, 0.0], [0.0, 0.0, 0.0], [0.0, 0.0, 0.0], [0.0, 0.0, 0.0], [0.1, 0.1, 0.1], [0.0, 0.0, 0.0], [0.1, 0.0, 0.0], [0.1, 0.0, 0.0], [0.1, 0.0, 0.0], [0.0, 0.0, 0.0], [0.0, 0.0, 0.0], [0.0, 0.0, 0.0], [0.0, 0.0, 0.0], [-0.1, 0.0, 0.0], [0.0, 0.0, 0.0], [0.0, 0.0, 0.0], [0.0, 0.0, 0.0]],
  "relative_energy_kj_mol": 27.9,
  "homo_ha": -0.4375,
  "gap_ev": 8.882,
  "total_charge": 1
}



[5]
{
  "formula": "C2H9N4",
  "method": "wB97M-V/def2-TZVPD",
  "symbols": ["C", "C", "N", "N", "N", "N", "H", "H", "H", "H", "H", "H", "H", "H", "H"],
  "positions_angstrom": [[-1.0116, 1.3420, -1.5165], [0.4486, 0.8141, 0.4670], [-0.3095, 0.9682, -0.5662], [1.1454, 1.9625, 0.7784], [0.6575, -0.3382, 1.0133], [-0.4768, -2.3801, -0.0028], [-1.9895, 1.6426, -1.4794], [-0.4795, 1.0897, -2.4853], [1.6958, 1.8441, 1.5772], [1.0158, 2.8031, 0.3350], [0.1574, -1.2617, 0.7283], [1.3624, -0.5943, 1.6194], [-0.8281, -2.0606, -0.8615], [-1.3586, -2.5108, 0.5844], [-0.0294, -3.3206, -0.1912]],
  "forces_ev_per_a": [[0.6, 1.0, -5.5], [2.4, 3.3, -0.1], [0.5, -3.2, 3.4], [-0.6, -4.4, 1.3], [-1.4, -0.6, -0.4], [-1.0, -2.6, 1.9], [-2.3, 0.7, 0.1], [-1.0, 0.4, 0.5], [1.2, 0.8, 1.3], [-0.4, 2.1, -1.2], [-0.2, 0.4, -1.0], [2.0, 0.5, 1.8], [-0.4, 0.6, -1.6], [1.6, -0.3, -1.0], [-0.8, 1.4, 0.5]],
  "relative_energy_kj_mol": 13.9,
  "homo_ha": [-0.3843, -0.5475],
  "gap_ev": [7.553, 7.892],
  "spin_multiplicity": 3,
  "s2": 2.009,
  "total_charge": 1
}



[6]
{
  "formula": "C4H10NO",
  "method": "wB97M-V/def2-TZVPD",
  "symbols": ["C", "C", "C", "C", "N", "O", "H", "H", "H", "H", "H", "H", "H", "H", "H", "H"],
  "positions_angstrom": [[-1.9635, -0.6638, 0.0016], [-2.2057, 0.4346, -0.8719], [3.6649, 0.0069, -0.3814], [-1.1674, -0.6620, 1.0984], [2.3592, -0.5343, -0.1327], [1.4598, 0.2755, 0.1458], [-2.2107, -1.6816, -0.3055], [-1.7592, 0.1797, -1.7340], [-1.8577, 1.3521, -0.5131], [-3.2674, 0.5682, -1.0783], [3.7708, 1.0746, 0.0932], [4.4754, -0.7352, -0.0885], [3.8221, 0.1726, -1.4793], [-1.3403, -1.5744, 1.6178], [-0.0527, -0.7022, 0.7181], [-1.2360, 0.2936, 1.6381]],
  "forces_ev_per_a": [[0.1, -1.2, -2.2], [-2.6, 0.6, 2.7], [1.5, 2.1, 0.4], [1.2, 0.9, 1.9], [-2.0, 0.6, 0.3], [2.2, -1.4, -0.5], [-0.6, 0.3, -0.4], [1.5, -0.9, -3.7], [0.8, 1.4, 0.6], [-0.3, -0.3, -0.3], [0.0, -2.1, -0.7], [-1.2, 0.9, -0.1], [-0.5, -0.4, 0.7], [0.3, -0.5, 1.1], [-0.9, 0.4, -0.1], [0.4, -0.3, 0.2]],
  "relative_energy_kj_mol": 528.7,
  "homo_ha": -0.4938,
  "gap_ev": 7.319,
  "total_charge": 1
}



[7]
{
  "formula": "C6H12N2O2",
  "method": "wB97M-V/def2-TZVPD",
  "symbols": ["C", "C", "C", "C", "C", "C", "H", "H", "H", "H", "H", "H", "H", "H", "H", "H", "H", "H", "N", "N", "O", "O"],
  "positions_angstrom": [[-1.5748, -1.0838, 1.1978], [-1.7357, -0.6321, -0.3524], [-1.4868, 0.7581, -0.7990], [1.1050, 0.6517, -1.1715], [1.6637, -0.6384, -0.4440], [2.2561, -0.4929, 0.9449], [-1.8571, -2.0417, 1.3767], [-0.5754, -0.9336, 1.6837], [-2.2785, -0.3062, 1.5564], [-2.8038, -0.8109, -0.6658], [-1.3629, -1.3750, -1.1104], [-1.9716, 1.0413, -1.8981], [-2.0801, 1.5426, -0.1430], [1.0545, 0.0451, -2.2667], [1.8402, 1.5253, -1.0953], [1.3790, -0.4901, 1.7377], [2.9988, -1.3822, 1.2624], [2.9030, 0.4154, 1.0948], [-0.1094, 1.2396, -0.6324], [-0.0388, 2.1854, 0.2357], [1.5400, -1.6858, -1.0367], [1.1346, 2.4683, 0.5253]],
  "forces_ev_per_a": [[0.9, 5.1, -2.1], [-1.1, -3.3, -1.0], [-1.9, 3.4, -0.9], [1.4, -1.6, -2.2], [-0.5, 0.6, 0.3], [1.1, -1.3, 2.3], [-1.2, -2.7, 0.3], [-0.9, 0.1, -0.8], [0.3, -0.9, 1.0], [0.5, 0.4, 1.0], [0.8, 0.6, 0.9], [1.7, -1.2, 2.5], [1.1, -1.7, -1.0], [-0.7, 2.6, 2.5], [-0.7, -1.5, -0.5], [1.8, 0.2, -1.6], [-2.0, 1.6, -1.0], [-1.1, -0.6, -0.4], [-1.4, -1.9, -1.3], [2.5, 1.1, 1.0], [0.4, 0.3, 0.5], [-1.1, 0.6, 0.5]],
  "relative_energy_kj_mol": 497.2,
  "smiles": "CCCN(CC(C)=O)N=O",
  "homo_ha": -0.3490,
  "gap_ev": 10.255,
  "total_charge": 0
}